Formula: C6H12N3S
Source: OMol25
Level of theory: ωB97M-V/def2-TZVPD

Total charge: +1
Frontier orbital gap in eV: 7.32
2S+1: 1
LUMO level in eV: -4.19
Energy in eV: -21714.0634
Highest occupied orbital energy in eV: -11.509
ΔE to the lowest compared entry with this formula, charge and spin in kcal/mol: 33.3

Structure (XYZ):
```
22
C6H12N3S (ωB97M-V/def2-TZVPD)
H -1.257 -1.725 1.858
H -0.944 0.361 -1.746
H 3.143 -2.375 -0.752
H -2.617 -0.433 -2.094
C -1.830 -0.102 -1.275
H 1.538 -2.440 -0.287
H -3.605 0.874 -0.367
N 1.472 0.111 0.406
N 2.391 -2.000 -0.253
C -2.597 0.720 -0.127
C -2.379 -0.026 1.121
C -1.597 -1.137 1.099
C 2.472 -0.629 -0.084
S -1.156 -1.645 -0.482
H 3.258 -0.089 -0.416
C 1.675 1.551 0.373
H 2.673 3.051 -0.372
H -2.706 0.309 2.049
N 2.382 2.108 -0.496
H -2.159 1.860 -0.110
H 1.239 1.949 1.261
H 0.606 -0.293 0.691
```